Entry 1:
# C5H13N

A single C5H13N molecule in a non-equilibrium geometry (the ωB97M-V functional and the def2-TZVPD basis, OMol25).

Results
- E_LUMO: 1.146 eV
- Electronic energy: -253.04973 Ha
- Energy above the lowest of the compared OMol25 structures with the same formula, charge and spin: 8.4 kcal per mole
- SMILES: CC(C)[C@@H](C)N

Element x y z (Å)
C -0.04569 2.00518 0.23290
C 0.49413 0.57366 0.29064
C 0.38211 -0.05304 1.68973
C -0.10379 -0.33720 -0.78512
C 0.62442 -1.64703 -1.09787
N -1.55373 -0.48929 -0.66365
H -0.13157 2.25078 -0.83027
H -1.03090 2.08823 0.69286
H 0.60167 2.71180 0.75001
H 1.56910 0.60868 0.06966
H 1.08068 -0.85225 1.91576
H -0.66235 -0.35921 1.83936
H 0.53168 0.74505 2.42753
H -0.04859 0.25725 -1.70186
H 1.60721 -1.46174 -1.52926
H -0.02157 -2.18341 -1.79402
H 0.71002 -2.28368 -0.21452
H -1.94174 -0.84951 0.19302
H -2.06108 -0.72427 -1.48488

Entry 2:
# C47H39IN8PRhS5

A molecular structure, C47H39IN8PRhS5 (the ωB97M-V functional and the def2-TZVPD basis, OMol25).

Results
- E_LUMO (alpha / beta): -4.791 / -7.284 eV
- Electronic energy: -4992.52955 Ha
- Energy above the lowest of the compared OMol25 structures with the same formula, charge and spin: 3.6 kcal per mole
- Spin multiplicity: 5
- Total charge: +2
- <S²>: 6.03

Element x y z (Å)
Rh -0.91418 0.86284 0.57480
I 0.35026 -1.19389 1.96278
C 2.15348 -0.34121 2.61543
C 2.40361 -0.55644 3.94040
C 3.66692 -0.24361 4.48047
C 4.65401 0.18075 3.64620
C 4.41141 0.39161 2.26520
C 5.49438 0.72986 1.41843
C 5.31229 0.88191 0.07902
C 4.00796 0.82912 -0.44446
C 2.90769 0.57703 0.34273
P 1.31903 0.92707 -0.50287
C 1.46386 -0.07922 -2.01084
C 1.44650 -1.46878 -1.87593
C 1.52947 -2.27902 -2.99509
C 1.62036 -1.71066 -4.26172
C 1.65173 -0.33159 -4.39940
C 1.57429 0.48677 -3.27759
C 1.41664 2.66269 -1.06417
C 2.49949 3.51900 -0.89143
C 2.44280 4.82476 -1.36501
C 1.31334 5.28714 -2.02207
C 0.21936 4.44691 -2.18711
C 0.26834 3.15316 -1.69487
C 3.10514 0.22288 1.71823
H 1.64768 -1.00876 4.57077
H 3.85386 -0.39943 5.53423
H 5.65703 0.34264 4.02191
H 6.47995 0.83243 1.85683
H 6.14864 1.08101 -0.57792
H 3.86648 1.02885 -1.50051
H 1.38316 -1.92266 -0.89332
H 1.52902 -3.35522 -2.88057
H 1.67689 -2.34550 -5.13717
H 1.74142 0.11314 -5.38212
H 1.59567 1.56234 -3.39737
H 3.39391 3.18204 -0.38638
H 3.29362 5.47913 -1.22587
H 1.28466 6.29853 -2.40706
H -0.66765 4.79805 -2.69911
H -0.59849 2.51043 -1.81908
N -1.85463 4.23404 0.58569
C -0.65952 4.02934 1.25759
C 0.15414 5.15445 1.45576
C 1.30271 5.02890 2.19458
C 1.62589 3.78573 2.74056
C 0.79119 2.73472 2.46821
N -0.32496 2.82794 1.71594
C -2.92748 3.40432 0.30078
C -4.15755 4.02858 0.05791
C -5.25817 3.26279 -0.23062
C -5.12389 1.87580 -0.27980
C -3.88261 1.34286 -0.05663
N -2.78520 2.08143 0.22766
H -2.06500 5.20940 0.45082
H -0.13604 6.10715 1.03078
H 1.93909 5.88961 2.35670
H 2.50127 3.64583 3.35906
H 0.99873 1.75304 2.86765
H -4.23056 5.10687 0.11839
H -6.21677 3.73264 -0.40848
H -5.96411 1.23027 -0.49168
H -3.72444 0.27627 -0.11232
C -1.33492 0.28744 6.46582
S -1.37335 -1.42741 5.90335
C -2.59211 -1.51861 4.69233
C -2.99270 -0.57364 3.72745
S -2.27045 0.89157 3.37877
S -4.31113 -1.12246 2.71649
C -4.36997 -2.77773 3.24042
S -5.29463 -3.91222 2.55682
S -3.34091 -3.07537 4.61590
H -0.78137 0.23868 7.40248
H -2.34422 0.64194 6.65879
H -0.83465 0.93311 5.75307
C -2.29735 -2.65839 0.24444
C -2.08233 -1.87367 -1.00435
N -1.70455 -0.60649 -1.06864
C -1.67901 -0.27109 -2.40961
C -2.02403 -1.34623 -3.15212
N -2.27323 -2.35965 -2.25267
C -2.63476 -3.71729 -2.66019
N -1.54018 -4.35848 -3.31798
N -1.40735 -4.21740 -4.66966
N -0.37739 -4.85753 -5.05856
C 0.20286 -5.46339 -3.95484
C 1.33853 -6.27170 -3.86122
C 1.67983 -6.73434 -2.61134
C 0.91166 -6.41243 -1.47290
C -0.21289 -5.61862 -1.55219
C -0.54926 -5.15513 -2.82745
H -2.31029 -1.97211 1.09154
H -1.50792 -3.39688 0.40283
H -3.25513 -3.18136 0.23721
H -1.41629 0.71177 -2.75919
H -2.10161 -1.49705 -4.21615
H -3.45953 -3.66150 -3.36505
H -2.93548 -4.29423 -1.79003
H 1.91320 -6.52278 -4.74283
H 2.54947 -7.36614 -2.49315
H 1.20955 -6.81040 -0.51125
H -0.80219 -5.39088 -0.67325

Entry 3:
# C40H42N3O8Zr

A molecular structure, C40H42N3O8Zr in a non-equilibrium geometry (the ωB97M-V functional and the def2-TZVPD basis, OMol25).

Results
- E_LUMO: -13.195 eV
- Electronic energy: -2361.49141 Ha
- Total charge: +3

Element x y z (Å)
Zr 4.02492 -2.86870 3.57898
C 2.33356 0.64424 1.77806
C 2.91682 -0.65811 2.32356
O 3.68261 -1.46990 1.74145
O 2.79390 -0.96289 3.52791
H 2.89225 0.69525 0.84075
H 2.58838 1.51717 2.37093
H 1.27289 0.56765 1.54601
C -3.54138 6.26249 1.06893
C -2.61145 7.16930 1.50045
C -1.40482 6.77852 2.05412
C -1.02531 5.46311 2.16723
C -1.93831 4.50098 1.60590
C -3.13133 4.93362 0.92911
C -1.76340 3.05852 1.83849
O -2.62669 2.28774 1.45264
C -0.69915 2.62787 2.77878
C -0.71559 1.35554 3.26835
C 0.18450 0.92239 4.25843
C 1.20116 1.78684 4.61872
C 1.31213 3.07723 4.02803
C 0.33236 3.49842 3.16504
C 0.22052 4.99141 2.87811
O 1.06754 5.77896 3.19609
H -4.57377 6.37401 0.76758
H -2.78011 8.23732 1.45731
H -0.80069 7.58795 2.44305
H -3.69518 4.36285 0.20558
H -1.37043 0.52919 3.02333
H 0.13544 -0.07964 4.65828
H 1.92900 1.58143 5.39250
H 2.10826 3.78151 4.22923
C -5.22701 1.83603 -3.54055
C -4.09154 2.55207 -3.18588
C -3.07920 1.93637 -2.44786
C -3.22559 0.62996 -1.93262
C -4.38793 -0.07520 -2.28583
C -5.29788 0.46572 -3.16071
C -4.57503 -1.42832 -1.68683
O -5.54157 -2.11047 -1.97179
C -3.47231 -1.95948 -0.77023
C -3.63139 -3.26542 -0.28933
C -2.91874 -3.75134 0.75344
C -1.91400 -2.94182 1.30803
C -1.64911 -1.73475 0.70165
C -2.40932 -1.17850 -0.32974
C -2.11010 0.08029 -1.04770
O -1.04088 0.65818 -0.88820
H -5.94111 2.32812 -4.18444
H -4.02233 3.53628 -3.62792
H -2.17997 2.44887 -2.13142
H -6.08557 -0.18028 -3.52500
H -4.35943 -3.90361 -0.77305
H -3.04406 -4.71978 1.21759
H -1.26043 -3.36217 2.05938
H -0.86874 -1.14496 1.17038
C 2.50983 -3.07464 6.57943
O 3.03897 -2.75538 5.49365
N 1.18123 -3.16146 6.66581
N 3.17717 -3.40787 7.67455
H 0.74777 -3.53512 7.49611
H 0.49788 -2.81135 6.01544
H 2.69907 -3.72235 8.50123
H 4.16975 -3.28080 7.54776
C 1.70775 -0.04899 -4.76453
C 1.81965 -1.57492 -4.71267
C 3.28644 -1.94211 -5.12185
C 4.24381 -1.76066 -3.88730
C 3.61068 -2.54874 -2.68143
C 2.16786 -2.20797 -2.21664
N 1.37738 -2.19147 -3.45983
O 0.01141 -2.12726 -3.20245
C 1.72438 -3.27197 -1.24952
C 2.19609 -0.80527 -1.60556
C 0.99107 -2.12743 -5.90963
H 2.44259 0.45571 -4.13908
H 0.73395 0.22719 -4.35427
H 1.85633 0.18217 -5.81592
H 3.23204 -3.01751 -5.31557
H 3.68596 -1.57636 -6.06554
H 4.37458 -0.69097 -3.71449
H 5.24389 -2.11049 -4.13897
H 4.23675 -2.17373 -1.86804
H 3.78355 -3.61181 -2.84070
H 0.67387 -3.15814 -0.97241
H 1.69756 -4.24265 -1.74812
H 2.34924 -3.33685 -0.36027
H 2.39820 -0.81821 -0.53600
H 2.82001 -0.09069 -2.13265
H 1.12591 -0.57298 -1.60458
H 1.30286 -1.86417 -6.91968
H -0.07542 -1.89253 -5.92184
H 1.00163 -3.21883 -5.88024
H -0.02708 -1.18146 -2.95852